Formula: C16H27Br3O9S
Source: the Open Molecules 2025 dataset
Level of theory: ωB97M-V/def2-TZVPD

```
56
Properties=species:S:1:pos:R:3:mulliken_charge:R:1
O -3.94276 -2.25773 -0.20784 -0.685
C -5.22260 -2.26626 0.10243 0.487
O -5.78849 -1.24451 0.62220 -0.309
C -7.11345 -1.61126 1.15070 -0.354
C -7.41468 -2.83798 0.30179 -0.460
C -6.09349 -3.50400 0.02015 -0.308
H -7.81117 -0.79370 0.96938 0.286
H -7.05376 -1.80687 2.22134 0.249
H -7.91433 -2.50995 -0.60971 0.280
H -7.96627 -3.62787 0.81160 0.295
H -6.02607 -3.93888 -0.97706 0.255
H -5.70864 -4.17788 0.78557 0.266
O -4.25279 -3.46318 5.16581 -0.652
C -3.36489 -3.02252 5.93734 0.595
O -2.28284 -2.48618 5.38499 -0.253
C -1.34220 -2.10619 6.42123 -0.337
C -1.76096 -2.96269 7.60931 -0.654
C -3.27481 -3.01879 7.40903 -0.455
H -1.41132 -1.08442 6.79448 0.276
H -0.29806 -2.37641 6.26356 0.296
H -1.47065 -2.54234 8.57218 0.359
H -1.44920 -4.00675 7.58039 0.284
H -3.60275 -2.08454 7.86480 0.229
H -3.89161 -3.81126 7.83287 0.311
O 2.68629 -1.57102 -0.00699 -0.629
C 2.01514 -0.77609 0.61887 0.546
O 2.13345 0.48882 0.37956 -0.329
C 1.27256 1.31645 1.18745 -0.337
C 0.39539 0.32373 1.96419 -0.465
C 1.02653 -1.01240 1.73304 -0.308
H 0.60895 1.96904 0.62013 0.284
H 1.80516 1.92685 1.91672 0.227
H -0.57225 0.35651 1.46349 0.191
H 0.19730 0.67814 2.97575 0.363
H 0.37290 -1.78237 1.32315 0.235
H 1.51397 -1.43499 2.61163 0.223
O 5.24326 3.68230 -6.14414 -0.585
S 4.22521 2.85128 -6.77061 1.121
O 3.10233 3.35117 -7.45803 -0.541
O 5.03454 1.61349 -7.71157 -0.368
C 4.26394 0.79973 -8.56973 -0.195
C 4.09461 1.47775 -9.88838 -1.100
C 3.57361 1.80189 -5.44972 -0.857
H 3.27469 0.54157 -8.19180 0.181
H 4.64833 -0.21059 -8.70970 0.416
H 4.94320 2.09272 -10.18805 0.278
H 3.17409 2.05711 -9.95965 0.298
H 3.88572 0.70481 -10.62800 0.379
H 2.92856 2.42461 -4.82985 0.362
H 4.47395 1.34363 -5.04047 0.315
H 2.95076 1.09686 -6.00025 0.295
C 6.59352 7.62249 2.17355 -0.321
Br 5.22180 6.25943 2.76849 -0.024
Br 6.77473 7.64988 0.24798 0.014
Br 8.32382 7.28271 3.05332 -0.011
H 6.27168 8.61677 2.48328 0.342
```

Calculated values
HOMO-LUMO gap: 9.1 eV
Molecular weight: 635.16 g/mol
LUMO energy: -0.35 eV
Net charge: 0
Electronic energy: -256416.99642 eV
F_max: 8.9 eV Å⁻¹
ΔE to the lowest compared entry with this formula, charge and spin: 2.026 eV